Record 1
Formula: C6H12O3
Source: the OMol25 dataset
Level of theory: ωB97M-V/def2-TZVPD

Structure (XYZ):
```
21
Properties=species:S:1:pos:R:3:nbo_charge:R:1
C -2.3237 1.3555 -0.3290 -0.6136
H 0.7193 -0.5401 0.0440 0.0946
H 0.8074 0.7098 -1.6521 0.2087
C -0.4997 -0.0145 0.9374 0.7146
O 1.1721 -2.6568 -0.2766 -0.5090
O -1.4657 -0.9666 0.9651 -0.6923
H -1.4308 -1.3508 1.8595 0.4947
H -2.5863 2.1724 -1.0100 0.2120
H -0.5348 1.5436 -2.4156 0.2212
H 3.6000 -1.3858 0.0505 0.2498
C 1.4971 -1.5927 0.1903 0.5136
O 0.0511 0.3686 1.9624 -0.6353
H 3.0452 -1.9675 1.6319 0.2496
H -2.7090 1.5949 0.6657 0.2178
H 2.8287 -0.2533 1.1744 0.2381
C 2.8217 -1.2829 0.8117 -0.7419
H -2.8375 0.4593 -0.6901 0.2166
C -0.2853 0.7794 -1.6715 -0.6284
C -0.8207 1.1388 -0.2979 -0.2467
H -0.6868 -0.1884 -1.9857 0.2185
H -0.3624 2.0772 0.0357 0.2173
```

Summary:
Charge: 0
HOMO level (eV): -9.517
Electronic energy (hartree): -461.476602
SMILES: CC(C)C(=O)O.CC=O
Kohn-Sham gap (hartree): 0.3782
Energy above the lowest of the compared OMol25 structures with the same formula, charge and spin (eV): 2.431
2S+1: 1


Record 2
Formula: C6H12O3
Source: the OMol25 dataset
Level of theory: ωB97M-V/def2-TZVPD

Structure (XYZ):
```
21
Properties=species:S:1:pos:R:3:nbo_charge:R:1
C -1.5161 -0.7856 1.4163 0.7189
O 1.1385 -1.9622 0.6424 -0.7133
H 1.0135 1.9930 0.4240 0.2295
H -2.9913 0.6848 1.4593 0.2697
O 1.1620 0.0565 1.8019 -0.7161
C 1.0494 1.5576 -0.5814 -0.6409
H -2.2692 0.6612 -1.0389 0.0017
H 0.8138 -1.7212 -1.7318 0.2333
H 1.4003 -0.5821 2.4849 0.4924
C -1.9441 0.4381 1.5020 -0.7576
H 0.3685 -2.4102 1.0425 0.4950
H -1.2446 1.2409 1.6167 0.2697
H 1.8309 -0.4570 -2.3762 0.2136
H 0.0725 -0.3012 -2.4891 0.2113
C 0.8835 0.0740 -0.5532 -0.0683
H 2.0432 1.8067 -0.9854 0.2191
H -2.4724 0.9095 -1.7586 -0.0107
O -1.4111 -1.9547 1.5695 -0.5282
C 0.8941 -0.6477 -1.8613 -0.6332
C 0.8899 -0.6146 0.6208 0.4987
H 0.2887 2.0140 -1.2045 0.2155
```

Summary:
Charge: 0
HOMO level (eV): -8.159
Electronic energy (hartree): -461.430231
Kohn-Sham gap (hartree): 0.3175
Energy above the lowest of the compared OMol25 structures with the same formula, charge and spin (eV): 3.693
2S+1: 1